Entry 1:
# C29H65FIN9O12S

9 unconnected molecules or ions with the total composition C29H65FIN9O12S in a non-equilibrium geometry (ωB97M-V/def2-TZVPD, the OMol25 dataset).

Last columns: bonded neighbours and bond lengths (Å).
Geometry (Å):
1 C 0.526 -3.160 -2.226  C2 1.544, H14 1.089, H15 1.090, H16 1.081
2 C 1.001 -1.729 -2.556  C1 1.544, C3 1.489, H17 1.090, H18 1.089
3 C 2.475 -1.570 -2.410  C2 1.489, O4 1.199, O5 1.385
4 O 3.284 -1.762 -3.274  C3 1.199
5 O 2.887 -1.204 -1.140  C3 1.385, C6 1.426
6 C 2.955 0.208 -0.950  O5 1.426, C7 1.536, H19 1.089, H20 1.091
7 C 1.859 0.687 0.014  C6 1.536, N8 1.498, H21 1.090, H22 1.087
8 N 2.446 1.145 1.313  C7 1.498, I9 2.097, S10 1.641
9 I 1.302 0.593 2.983  N8 2.097, S10 2.964
10 S 2.519 2.783 1.398  N8 1.641, I9 2.964, O11 1.427, O12 1.424, F13 1.552
11 O 3.346 3.137 2.505  S10 1.427
12 O 1.242 3.394 1.239  S10 1.424
13 F 3.324 3.103 0.111  S10 1.552
14 H -0.317 -3.406 -2.871  C1 1.089
15 H 1.317 -3.876 -2.448  C1 1.090
16 H 0.232 -3.254 -1.190  C1 1.081
17 H 0.470 -1.034 -1.905  C2 1.090
18 H 0.741 -1.486 -3.586  C2 1.089
19 H 3.929 0.443 -0.524  C6 1.089
20 H 2.851 0.714 -1.911  C6 1.091
21 H 1.249 1.476 -0.427  C7 1.090
22 H 1.214 -0.164 0.217  C7 1.087
23 C -3.778 -2.021 -1.728  C24 1.511, H28 1.086, H29 1.090, H30 1.091
24 C -3.011 -2.604 -0.563  C23 1.511, O25 1.221, N26 1.359
25 O -1.961 -2.123 -0.167  C24 1.221
26 N -3.535 -3.705 0.035  C24 1.359, C27 1.449, H31 1.008
27 C -4.755 -4.407 -0.311  N26 1.449, H32 1.093, H33 1.092, H34 1.082
28 H -3.227 -1.156 -2.088  C23 1.086
29 H -3.889 -2.748 -2.533  C23 1.090
30 H -4.776 -1.707 -1.422  C23 1.091
31 H -2.975 -4.050 0.799  N26 1.008
32 H -5.441 -4.416 0.540  C27 1.093
33 H -4.534 -5.440 -0.588  C27 1.092
34 H -5.240 -3.935 -1.154  C27 1.082
35 C 5.519 7.292 -0.127  C36 1.512, H40 1.086, H41 1.091, H42 1.090
36 C 5.931 7.808 1.233  C35 1.512, O37 1.220, N38 1.360
37 O 6.614 8.809 1.365  C36 1.220
38 N 5.518 7.097 2.317  C36 1.360, C39 1.459, H43 1.009
39 C 4.712 5.882 2.362  N38 1.459, H44 1.090, H45 1.091, H46 1.085
40 H 5.929 7.962 -0.876  C35 1.086
41 H 5.901 6.285 -0.298  C35 1.091
42 H 4.433 7.267 -0.224  C35 1.090
43 H 5.813 7.498 3.196  N38 1.009
44 H 3.797 6.059 2.927  C39 1.090
45 H 5.252 5.067 2.845  C39 1.091
46 H 4.444 5.573 1.358  C39 1.085
47 C -7.455 -4.191 -4.961  C48 1.507, H52 1.086, H53 1.091, H54 1.091
48 C -6.767 -4.848 -3.792  C47 1.507, O49 1.223, N50 1.358
49 O -5.732 -4.408 -3.312  C48 1.223
50 N -7.343 -5.964 -3.275  C48 1.358, C51 1.449, H55 1.008
51 C -8.557 -6.632 -3.697  N50 1.449, H56 1.092, H57 1.092, H58 1.085
52 H -6.871 -3.324 -5.251  C47 1.086
53 H -7.518 -4.877 -5.807  C47 1.091
54 H -8.465 -3.878 -4.691  C47 1.091
55 H -6.836 -6.355 -2.496  N50 1.008
56 H -9.280 -6.651 -2.879  C51 1.092
57 H -8.341 -7.661 -3.992  C51 1.092
58 H -9.012 -6.113 -4.534  C51 1.085
59 C 2.992 -3.515 1.524  C60 1.505, H64 1.086, H65 1.089, H66 1.091
60 C 1.913 -4.528 1.253  C59 1.505, O61 1.219, N62 1.364
61 O 0.991 -4.302 0.486  C60 1.219
62 N 1.998 -5.726 1.899  C60 1.364, C63 1.447, H67 1.008
63 C 3.010 -6.159 2.838  N62 1.447, H68 1.092, H69 1.092, H70 1.085
64 H 2.782 -2.631 0.930  C59 1.086
65 H 3.031 -3.237 2.576  C59 1.089
66 H 3.973 -3.900 1.239  C59 1.091
67 H 1.250 -6.363 1.674  N62 1.008
68 H 3.530 -7.048 2.474  C63 1.092
69 H 2.570 -6.396 3.808  C63 1.092
70 H 3.741 -5.370 2.981  C63 1.085
71 C -12.615 -3.897 -6.168  C72 1.511, H76 1.085, H77 1.091, H78 1.090
72 C -11.960 -4.576 -4.987  C71 1.511, O73 1.221, N74 1.359
73 O -10.929 -4.151 -4.492  C72 1.221
74 N -12.565 -5.686 -4.488  C72 1.359, C75 1.448, H79 1.008
75 C -13.781 -6.328 -4.943  N74 1.448, H80 1.091, H81 1.091, H82 1.085
76 H -12.009 -3.037 -6.435  C71 1.085
77 H -12.676 -4.571 -7.024  C71 1.091
78 H -13.622 -3.561 -5.919  C71 1.090
79 H -12.083 -6.087 -3.698  N74 1.008
80 H -14.533 -6.343 -4.153  C75 1.091
81 H -13.588 -7.357 -5.250  C75 1.091
82 H -14.190 -5.790 -5.792  C75 1.085
83 C 5.632 -1.129 5.944  C84 1.514, H88 1.086, H89 1.090, H90 1.091
84 C 4.819 -0.436 4.871  C83 1.514, O85 1.225, N86 1.349
85 O 4.149 -1.075 4.069  C84 1.225
86 N 4.877 0.911 4.826  C84 1.349, C87 1.455, H91 1.011
87 C 5.635 1.814 5.680  N86 1.455, H92 1.092, H93 1.087, H94 1.085
88 H 5.482 -2.199 5.840  C83 1.086
89 H 6.693 -0.904 5.835  C83 1.090
90 H 5.314 -0.818 6.940  C83 1.091
91 H 4.328 1.328 4.087  N86 1.011
92 H 4.959 2.502 6.189  C87 1.092
93 H 6.327 2.398 5.079  C87 1.087
94 H 6.186 1.251 6.427  C87 1.085
95 C -1.157 5.359 0.103  C96 1.511, H100 1.085, H101 1.090, H102 1.091
96 C -2.270 5.785 -0.827  C95 1.511, O97 1.218, N98 1.364
97 O -3.358 5.238 -0.833  C96 1.218
98 N -2.009 6.820 -1.676  C96 1.364, C99 1.447, H103 1.008
99 C -0.787 7.582 -1.810  N98 1.447, H104 1.092, H105 1.092, H106 1.085
100 H -1.512 4.531 0.707  C95 1.085
101 H -0.280 5.032 -0.455  C95 1.090
102 H -0.864 6.179 0.760  C95 1.091
103 H -2.788 7.058 -2.271  N98 1.008
104 H -0.959 8.640 -1.603  C99 1.092
105 H -0.380 7.497 -2.819  C99 1.092
106 H -0.043 7.216 -1.111  C99 1.085
107 C 9.639 4.409 4.763  C108 1.510, H112 1.086, H113 1.090, H114 1.090
108 C 8.328 4.789 4.117  C107 1.510, O109 1.226, N110 1.350
109 O 7.288 4.183 4.347  C108 1.226
110 N 8.319 5.830 3.257  C108 1.350, C111 1.449, H115 1.010
111 C 9.412 6.684 2.835  N110 1.449, H116 1.090, H117 1.091, H118 1.086
112 H 9.460 3.560 5.415  C107 1.086
113 H 10.380 4.133 4.012  C107 1.090
114 H 10.038 5.235 5.354  C107 1.090
115 H 7.400 6.006 2.878  N110 1.010
116 H 9.209 7.725 3.087  C111 1.090
117 H 9.556 6.622 1.756  C111 1.091
118 H 10.333 6.379 3.323  C111 1.086

Entry 2:
# C29H66N10O9

10 unconnected molecules or ions with the total composition C29H66N10O9 in a non-equilibrium geometry (ωB97M-V/def2-TZVPD, the OMol25 dataset).

Last columns: bonded neighbours and bond lengths (Å).
Geometry (Å):
1 C -5.680 1.268 0.000  N2 1.411, H6 1.122, H7 1.118, H8 1.106
2 N -4.955 2.179 -0.796  C1 1.411, C3 1.401, H9 1.016
3 C -5.192 3.554 -0.668  N2 1.401, C4 1.545, O5 1.233
4 C -4.451 4.547 -1.592  C3 1.545, H10 1.074, H11 1.069, H12 1.092
5 O -5.953 3.936 0.224  C3 1.233
6 H -5.278 1.176 1.044  C1 1.122
7 H -5.435 0.229 -0.332  C1 1.118
8 H -6.742 1.562 -0.095  C1 1.106
9 H -4.675 1.802 -1.696  N2 1.016
10 H -5.213 5.024 -2.180  C4 1.074
11 H -3.697 4.032 -2.147  C4 1.069
12 H -4.054 5.332 -0.944  C4 1.092
13 C 5.077 0.625 -5.477  N14 1.453, H18 1.081, H19 1.078, H20 1.070
14 N 4.405 -0.427 -4.732  C13 1.453, C15 1.348, H21 0.995
15 C 3.280 -1.074 -5.096  N14 1.348, C16 1.512, O17 1.206
16 C 2.818 -2.210 -4.210  C15 1.512, H22 1.093, H23 1.125, H24 1.080
17 O 2.650 -0.696 -6.052  C15 1.206
18 H 4.727 0.781 -6.488  C13 1.081
19 H 6.150 0.529 -5.488  C13 1.078
20 H 4.938 1.600 -5.059  C13 1.070
21 H 4.635 -0.593 -3.779  N14 0.995
22 H 2.111 -1.700 -3.551  C16 1.093
23 H 3.578 -2.695 -3.538  C16 1.125
24 H 2.401 -2.956 -4.871  C16 1.080
25 C -0.525 5.390 3.418  N26 1.506, H30 1.124, H31 1.092, H32 1.059
26 N -1.885 4.776 3.216  C25 1.506, C27 1.364, H33 1.034
27 C -1.990 3.418 3.136  N26 1.364, C28 1.538, O29 1.224
28 C -3.359 2.853 2.720  C27 1.538, H34 1.068, H35 1.112, H36 1.096
29 O -1.044 2.681 3.382  C27 1.224
30 H -0.042 5.277 4.427  C25 1.124
31 H -0.746 6.459 3.371  C25 1.092
32 H 0.056 5.103 2.580  C25 1.059
33 H -2.668 5.419 3.012  N26 1.034
34 H -3.765 2.200 3.461  C28 1.068
35 H -3.347 2.273 1.772  C28 1.112
36 H -4.162 3.575 2.532  C28 1.096
37 C 6.004 -2.292 -0.927  N38 1.447, H42 1.081, H43 1.146, H44 1.075
38 N 5.206 -1.451 -0.062  C37 1.447, C39 1.335, H45 1.036
39 C 4.358 -0.540 -0.543  N38 1.335, C40 1.507, O41 1.239
40 C 3.578 0.256 0.471  C39 1.507, H46 1.075, H47 1.090, H48 1.043
41 O 4.258 -0.239 -1.741  C39 1.239
42 H 5.423 -3.063 -1.416  C37 1.081
43 H 6.688 -2.963 -0.298  C37 1.146
44 H 6.534 -1.716 -1.663  C37 1.075
45 H 5.219 -1.666 0.951  N38 1.036
46 H 4.132 1.089 0.866  C40 1.075
47 H 3.207 -0.307 1.327  C40 1.090
48 H 2.751 0.576 -0.078  C40 1.043
49 C -1.120 -0.866 -4.701  N50 1.472, H54 1.130, H55 1.118, H56 1.040
50 N -1.585 0.480 -4.331  C49 1.472, C51 1.365, H57 0.971
51 C -2.624 0.688 -3.470  N50 1.365, C52 1.523, O53 1.218
52 C -2.878 -0.449 -2.488  C51 1.523, H58 1.093, H59 1.108, H60 1.074
53 O -3.260 1.727 -3.465  C51 1.218
54 H -1.063 -1.605 -3.847  C49 1.130
55 H -0.080 -0.751 -5.095  C49 1.118
56 H -1.665 -1.202 -5.520  C49 1.040
57 H -1.381 1.206 -4.942  N50 0.971
58 H -3.493 -1.211 -2.973  C52 1.093
59 H -3.480 -0.172 -1.600  C52 1.108
60 H -1.914 -0.833 -2.211  C52 1.074
61 C -0.310 0.787 6.472  N62 1.452, H66 1.119, H67 1.077, H68 1.119
62 N -1.195 0.391 5.390  C61 1.452, C63 1.344, H69 1.025
63 C -2.120 -0.581 5.461  N62 1.344, C64 1.542, O65 1.215
64 C -3.258 -0.508 4.423  C63 1.542, H70 1.059, H71 1.072, H72 1.075
65 O -2.033 -1.493 6.259  C63 1.215
66 H -0.063 -0.130 7.064  C61 1.119
67 H -0.588 1.667 7.026  C61 1.077
68 H 0.677 1.039 6.010  C61 1.119
69 H -1.304 1.063 4.624  N62 1.025
70 H -2.924 0.045 3.584  C64 1.059
71 H -4.180 -0.164 4.848  C64 1.072
72 H -3.469 -1.456 3.962  C64 1.075
73 C -1.715 -0.971 1.461  N74 1.431, H78 1.087, H79 1.083, H80 1.121
74 N -0.708 -1.308 0.502  C73 1.431, C75 1.355, H81 1.073
75 C -0.006 -2.465 0.574  N74 1.355, C76 1.530, O77 1.253
76 C 0.976 -2.779 -0.556  C75 1.530, H82 1.036, H83 1.121, H84 1.088
77 O -0.174 -3.307 1.487  C75 1.253
78 H -1.600 -1.612 2.332  C73 1.087
79 H -2.761 -0.938 1.181  C73 1.083
80 H -1.495 0.070 1.814  C73 1.121
81 H -0.434 -0.580 -0.237  N74 1.073
82 H 1.940 -2.685 -0.190  C76 1.036
83 H 0.875 -2.020 -1.375  C76 1.121
84 H 0.806 -3.835 -0.754  C76 1.088
85 C -0.376 2.498 -0.039  N86 1.459, H90 1.055, H91 1.127, H92 1.083
86 N 0.456 2.444 -1.237  C85 1.459, C87 1.330, H93 0.992
87 C 0.782 1.345 -1.911  N86 1.330, C88 1.444, O89 1.225
88 C 1.617 1.472 -3.082  C87 1.444, H94 1.067, H95 1.077, H96 1.100
89 O 0.503 0.231 -1.484  C87 1.225
90 H -0.123 3.270 0.634  C85 1.055
91 H -0.320 1.560 0.582  C85 1.127
92 H -1.399 2.524 -0.392  C85 1.083
93 H 0.780 3.318 -1.577  N86 0.992
94 H 2.513 0.916 -2.920  C88 1.067
95 H 1.837 2.509 -3.275  C88 1.077
96 H 1.113 1.064 -3.970  C88 1.100
97 C 1.879 -1.144 3.557  N98 1.507, H102 1.108, H103 1.112, H104 1.057
98 N 2.219 -2.459 2.904  C97 1.507, C99 1.302, H105 1.016
99 C 3.476 -2.713 2.676  N98 1.302, C100 1.531, O101 1.260
100 C 3.832 -3.997 1.923  C99 1.531, H106 1.043, H107 1.109, H108 1.061
101 O 4.421 -1.917 2.920  C99 1.260
102 H 2.760 -0.788 4.127  C97 1.108
103 H 1.043 -1.302 4.273  C97 1.112
104 H 1.585 -0.409 2.856  C97 1.057
105 H 1.530 -3.184 2.727  N98 1.016
106 H 3.633 -3.931 0.901  C100 1.043
107 H 3.171 -4.838 2.216  C100 1.109
108 H 4.872 -4.183 2.022  C100 1.061
109 C -2.013 -5.404 -0.901  C110 1.456, H112 1.080, H113 1.064, H114 1.127
110 C -1.769 -4.510 -2.023  C109 1.456, N111 1.167
111 N -1.599 -3.676 -2.821  C110 1.167
112 H -1.873 -6.421 -1.238  C109 1.080
113 H -2.983 -5.255 -0.491  C109 1.064
114 H -1.286 -5.192 -0.066  C109 1.127

As for the SMILES: CNC(C)=O.CNC(C)=O.CNC(C)=O.CNC(C)=O.CNC(C)=O.CNC(C)=O.CNC(C)=O.CNC(C)=O.CNC(C)=O.CC#N. The calculation puts the energy relative to the best compared isomer or geometry (same formula, charge and spin) at 5.3 kcal/mol.

no.,frontier orbital gap (Eh),calculated total energy (eV)
1,0.295,-90763.4161
2,0.346,-64475.3495